Computed, not measured: C48H58CrF3O3SSbSe as an isolated structure in a non-equilibrium geometry, with ωB97M-V/def2-TZVPD.

<S²>: 6.0164
Net charge: 0
Electronic energy: -6473.545373 a.u.
Orbital gap (spin up / spin down): 7.1 / 7.5 eV
LUMO energy (spin up / spin down): -0.032 / -0.040 eV
2S+1: 5
ΔE to the lowest compared entry with this formula, charge and spin: 0.0 kcal/mol

Geometry (Å):
Cr (-0.4318, -0.1219, 0.1740)
C (-4.8052, 5.1144, -3.8279)
C (-3.3614, 4.6526, -4.0834)
C (-3.2269, 4.1731, -5.5354)
C (-2.4309, 5.8506, -3.8843)
C (-3.0095, 3.4975, -3.1386)
C (-1.9651, 3.5489, -2.2325)
C (-1.6645, 2.4424, -1.4417)
Se (-0.2280, 2.6096, -0.1651)
C (1.2613, 2.2154, -1.3221)
C (1.6651, 3.2036, -2.2073)
C (2.7479, 2.9996, -3.0506)
C (3.4393, 1.7996, -2.8947)
C (3.0879, 0.8011, -1.9889)
C (1.9216, 0.9764, -1.2068)
O (1.4757, 0.0265, -0.3851)
C (3.9729, -0.4413, -1.8131)
C (4.4551, -0.4947, -0.3537)
C (5.2129, -0.4088, -2.7038)
C (3.1889, -1.7180, -2.1450)
C (3.1530, 4.0745, -4.0600)
C (1.9756, 4.3481, -5.0088)
C (3.5138, 5.3726, -3.3233)
C (4.3577, 3.6475, -4.8965)
C (-2.3773, 1.2421, -1.5282)
O (-1.9819, 0.1600, -0.8350)
C (-3.5112, 1.2054, -2.3720)
C (-3.7706, 2.3234, -3.1548)
C (-4.4341, -0.0245, -2.4049)
C (-4.9587, -0.2955, -0.9847)
C (-5.6466, 0.1878, -3.3129)
C (-3.6732, -1.2522, -2.9271)
H (-5.0405, 5.9895, -4.4440)
H (-4.9397, 5.3859, -2.7768)
H (-5.5280, 4.3298, -4.0690)
H (-3.4804, 4.9819, -6.2305)
H (-3.8908, 3.3290, -5.7408)
H (-2.2005, 3.8529, -5.7385)
H (-2.7184, 6.6549, -4.5677)
H (-1.3894, 5.5869, -4.0961)
H (-2.4909, 6.2404, -2.8633)
H (-1.3630, 4.4405, -2.1177)
H (1.1116, 4.1358, -2.2269)
H (4.3085, 1.6312, -3.5181)
H (5.0864, 0.3718, -0.1304)
H (5.0421, -1.4046, -0.1764)
H (3.6014, -0.4796, 0.3229)
H (5.8347, 0.4682, -2.5070)
H (4.9525, -0.4244, -3.7656)
H (5.8147, -1.2975, -2.4970)
H (2.3313, -1.8168, -1.4857)
H (3.8317, -2.6018, -2.0272)
H (2.8222, -1.6952, -3.1775)
H (1.1001, 4.7136, -4.4622)
H (1.6853, 3.4344, -5.5365)
H (2.2509, 5.1045, -5.7520)
H (2.6704, 5.7461, -2.7363)
H (3.7985, 6.1509, -4.0394)
H (4.3523, 5.2066, -2.6404)
H (4.1413, 2.7469, -5.4796)
H (5.2358, 3.4547, -4.2720)
H (4.6151, 4.4472, -5.5959)
H (-4.6199, 2.2852, -3.8283)
H (-5.5592, 0.5502, -0.6360)
H (-4.1384, -0.4520, -0.2858)
H (-5.5927, -1.1902, -0.9798)
H (-6.2521, 1.0409, -2.9908)
H (-6.2780, -0.7056, -3.2699)
H (-5.3549, 0.3366, -4.3578)
H (-2.8408, -1.5056, -2.2768)
H (-3.2835, -1.0606, -3.9325)
H (-4.3477, -2.1156, -2.9800)
C (2.6102, -1.3550, 2.8874)
S (1.6073, 0.0917, 2.6359)
C (1.1881, 0.3865, 4.3400)
O (0.3045, -0.4217, 2.0456)
H (3.4835, -1.0590, 3.4772)
H (2.9172, -1.7169, 1.9085)
H (2.0102, -2.1056, 3.4034)
H (2.0944, 0.5869, 4.9146)
H (0.6712, -0.5012, 4.7018)
H (0.5263, 1.2501, 4.3602)
F (1.4174, -9.2835, 1.0904)
C (1.1560, -7.9793, 0.8922)
C (-0.1245, -7.5165, 1.1106)
C (-0.3948, -6.1673, 0.8911)
C (0.6016, -5.2978, 0.4497)
C (1.8964, -5.8060, 0.2773)
C (2.1825, -7.1513, 0.4870)
Sb (0.3432, -3.1764, 0.1270)
C (-1.7830, -3.1611, 0.4587)
C (-2.3302, -2.4931, 1.5575)
C (-3.7010, -2.5144, 1.8038)
C (-4.5076, -3.2145, 0.9374)
F (-5.8287, -3.2473, 1.1684)
C (-4.0119, -3.8796, -0.1656)
C (-2.6461, -3.8427, -0.4026)
C (0.2523, -3.3285, -2.0286)
C (0.6566, -4.4889, -2.6896)
C (0.7397, -4.5403, -4.0784)
C (0.4145, -3.4145, -4.8000)
F (0.5064, -3.4563, -6.1420)
C (-0.0004, -2.2476, -4.1952)
C (-0.0735, -2.2125, -2.8073)
H (-0.8943, -8.2024, 1.4446)
H (-1.4002, -5.8027, 1.0727)
H (2.7028, -5.1452, -0.0351)
H (3.1788, -7.5557, 0.3457)
H (-1.6861, -1.9621, 2.2475)
H (-4.1411, -1.9946, 2.6465)
H (-4.6895, -4.4084, -0.8256)
H (-2.2481, -4.3524, -1.2729)
H (0.9057, -5.3783, -2.1256)
H (1.0493, -5.4417, -4.5936)
H (-0.2479, -1.3789, -4.7966)
H (-0.3923, -1.2911, -2.3506)

Results of the Löwdin charge analysis, in e, for atoms 1 through 6: 0.602 -0.049 -0.558 -0.046 -0.067 -0.169